Computed, not measured: C56H126F2KN8O4S2 as an isolated structure in a non-equilibrium geometry, with ωB97M-V/def2-TZVPD.

The geometry in XYZ format:
```
199
Properties=species:S:1:pos:R:3:forces:R:3
K -0.046911 1.813716 -3.986746 0.026 0.047 0.208
C -7.177937 -1.159868 -3.332404 -0.173 -0.196 0.245
C -6.390353 -0.710524 -2.097894 -0.391 -0.850 0.237
C -5.107914 -0.016119 -2.439411 0.059 1.875 -0.019
N -4.430443 0.625070 -1.233363 0.894 0.563 -0.217
C -3.968270 -0.406411 -0.240397 -0.120 0.842 -0.502
C -3.158821 1.357835 -1.738545 -0.967 -1.407 0.084
C -2.821580 2.399738 -0.671896 1.352 0.347 -0.875
C -4.092611 2.590892 0.155205 0.339 -0.387 0.372
C -5.136692 1.792867 -0.606589 -1.121 0.607 -0.328
H -6.540834 -1.677997 -4.049199 -0.035 0.442 -0.336
H -7.732186 -0.299292 -3.704355 0.383 -0.049 -0.648
H -7.964801 -1.881403 -3.108188 0.131 0.011 0.442
H -6.130416 -1.567359 -1.465782 -0.194 -0.033 -0.013
H -7.067525 -0.070372 -1.528546 0.285 0.126 0.180
H -5.235805 0.865842 -3.076681 -0.548 -0.245 -0.200
H -4.351914 -0.603753 -2.963079 -0.092 -0.437 0.357
H -3.280748 0.136794 0.401630 0.186 -0.538 0.198
H -3.475849 -1.157065 -0.847787 0.224 -0.166 0.383
H -4.795662 -0.820906 0.327690 -0.115 0.086 -0.107
H -2.532934 0.511783 -2.029723 0.757 0.419 0.461
H -3.437331 1.877544 -2.655897 -0.319 -0.107 0.025
H -1.902788 2.269113 -0.099476 -0.270 -0.747 0.238
H -2.524588 3.246885 -1.299552 -0.540 0.519 0.456
H -3.990364 2.176615 1.160632 0.267 -0.113 -0.065
H -4.322817 3.640145 0.324149 -0.382 -0.031 -0.373
H -6.010456 1.521170 -0.018412 0.154 -0.367 0.040
H -5.510121 2.399435 -1.435490 -0.038 -0.133 -0.082
C 0.292674 5.015806 -2.519121 -0.815 -1.000 1.518
C 0.875134 6.182087 -1.712566 1.078 1.139 -1.129
C 1.862138 5.861310 -0.594589 0.075 0.571 -0.017
N 2.613591 7.108310 -0.072444 -0.580 -0.649 -0.804
C 3.362330 7.759787 -1.224624 -0.629 -0.137 0.500
C 3.571227 6.569273 0.983696 0.385 -0.342 0.240
C 3.431495 7.546027 2.128784 0.567 0.171 0.478
C 1.925750 7.784259 2.116797 0.348 2.072 0.078
C 1.667584 8.076373 0.651255 -0.928 -0.996 0.292
H 0.856616 4.132940 -2.170423 -0.006 -0.028 -0.811
H 0.222975 5.150822 -3.596483 0.711 0.219 -0.010
H -0.744663 4.776469 -2.253220 0.033 0.230 0.351
H 0.181770 6.950511 -1.377265 -0.437 -0.362 -0.125
H 1.490239 6.690412 -2.463345 -0.143 0.279 0.117
H 2.697444 5.257542 -0.952439 -0.271 -0.373 -0.029
H 1.406251 5.394661 0.276971 -0.041 -0.017 -0.008
H 4.294704 8.137372 -0.819598 -0.001 0.283 -0.237
H 2.717994 8.531832 -1.634899 0.250 0.235 0.054
H 3.516909 7.025192 -2.010386 0.366 -0.081 0.153
H 4.528600 6.391536 0.495577 0.166 0.456 0.209
H 3.239055 5.581765 1.307459 -0.306 0.075 -0.110
H 4.036451 8.441810 1.954407 -0.536 0.279 -0.409
H 3.811466 7.285201 3.117345 -0.094 -0.860 -0.214
H 1.729261 8.726076 2.634536 -0.238 -0.276 0.335
H 1.293646 7.012895 2.549357 0.251 -0.264 -0.076
H 1.774212 9.131442 0.410916 0.821 -0.161 -0.280
H 0.647287 7.832891 0.357129 0.078 -0.075 -0.051
C 1.737414 -0.800397 -5.096449 1.012 -0.603 -1.438
C 2.864129 -0.806361 -6.179395 -0.441 1.559 -0.575
C 2.488231 -1.321663 -7.590932 0.776 -0.071 -0.312
N 2.375311 -0.297807 -8.692921 -0.722 0.629 -0.180
C 3.630924 0.472946 -8.981463 0.058 -0.495 0.082
C 1.932769 -0.952360 -9.996364 1.339 -0.656 -0.359
C 1.218711 0.133792 -10.768606 -1.689 0.135 -1.290
C 0.900569 1.265031 -9.801832 -0.471 1.123 0.510
C 1.173332 0.683218 -8.433312 1.421 -1.886 -0.913
H 2.162566 -0.559049 -4.124263 -0.147 -0.204 0.124
H 1.260141 -1.776210 -5.133534 -0.237 0.080 0.585
H 1.012975 -0.035849 -5.398832 -0.082 -0.213 -0.027
H 3.819748 -1.252604 -5.916301 -0.302 -0.359 0.519
H 3.103014 0.259078 -6.290575 0.319 -0.069 -0.111
H 1.565366 -1.899015 -7.619101 -0.024 0.016 0.117
H 3.294360 -1.950077 -7.971788 -0.117 -0.330 0.255
H 4.374298 -0.169001 -9.451885 -0.140 -0.199 0.066
H 4.063065 0.850384 -8.059581 -0.182 0.326 -0.053
H 3.367444 1.240207 -9.700996 0.182 0.240 0.193
H 2.800876 -1.394147 -10.492510 0.251 0.552 -0.006
H 1.387408 -1.874861 -9.789458 -0.731 0.523 0.325
H 1.591548 0.581007 -11.692573 1.204 -0.450 0.311
H 0.312374 -0.291792 -11.213192 -0.200 -0.074 0.558
H 1.455685 2.181427 -10.011919 0.402 -0.236 0.118
H -0.124311 1.638803 -9.858117 -0.126 -0.429 -0.012
H 1.499587 1.299663 -7.601776 -0.522 0.223 0.059
H 0.439596 -0.106812 -8.261315 -0.582 0.703 0.788
C 2.593183 -3.068609 1.847248 1.121 0.157 -1.020
C 3.776909 -2.958379 2.839506 -0.970 -0.137 0.351
C 3.295274 -3.425472 4.212860 0.496 0.666 -0.121
N 4.377572 -3.434364 5.275598 -1.991 -0.252 1.275
C 5.422155 -4.479292 5.042305 -0.014 -0.113 -1.217
C 3.713271 -3.799797 6.612384 0.088 -0.256 1.366
C 4.393784 -2.927884 7.698296 -1.537 0.623 -0.268
C 5.472167 -2.144591 6.948673 0.215 -1.044 1.112
C 4.852731 -2.040338 5.579092 2.003 0.166 -0.545
H 1.984691 -3.954835 2.012282 -0.215 0.163 0.171
H 3.012234 -3.189577 0.843042 0.031 -0.250 0.054
H 2.019283 -2.156475 1.689861 -0.318 -0.066 0.745
H 4.089711 -1.917983 2.939330 0.227 -0.036 -0.234
H 4.603772 -3.575927 2.490738 0.071 0.050 0.035
H 2.808438 -4.396422 4.143678 0.270 -0.159 0.265
H 2.580796 -2.704181 4.610412 -0.210 -0.122 -0.163
H 6.154146 -4.126918 4.318398 0.173 0.167 0.267
H 4.907048 -5.309467 4.557875 -0.037 -0.053 0.156
H 5.873873 -4.870421 5.946434 0.079 0.458 0.142
H 3.846677 -4.852790 6.849656 0.133 -0.091 -0.500
H 2.640873 -3.623040 6.665591 0.006 0.155 -0.823
H 4.579189 -3.530253 8.583167 0.803 0.156 -0.079
H 3.655628 -2.184786 8.017756 -0.060 -0.162 0.107
H 6.365601 -2.770487 7.004501 0.309 0.455 -0.563
H 5.681875 -1.180562 7.403304 0.055 0.007 -0.076
H 5.579841 -1.734790 4.824393 -0.039 -0.135 -0.086
H 4.066874 -1.285785 5.578226 -0.511 -0.537 -0.069
C 6.682787 1.830860 2.381085 -0.351 0.436 -0.218
C 6.253830 0.655447 1.508444 -1.542 0.374 0.103
C 6.066471 1.111875 0.049348 -0.399 -0.392 -0.209
N 6.661927 0.181809 -0.969256 1.347 0.999 -0.691
C 8.194940 0.213029 -0.820066 -1.582 -0.833 -0.834
C 6.299365 0.699202 -2.340890 -1.056 0.635 -0.517
C 5.050722 -0.085620 -2.713105 0.383 -1.549 0.270
C 5.471584 -1.499236 -2.255398 0.725 0.307 -0.400
C 6.131535 -1.259222 -0.897175 -0.371 0.943 -0.303
H 6.090701 2.714691 2.117872 0.011 -0.054 -0.157
H 7.720650 2.105931 2.199149 0.090 -0.122 0.296
H 6.460385 1.703953 3.438534 0.433 -0.348 0.035
H 5.230118 0.358577 1.769192 0.116 0.021 0.463
H 6.816824 -0.257304 1.697829 0.481 0.178 -0.457
H 6.383983 2.139537 -0.136893 0.914 -0.279 0.040
H 5.014451 1.202779 -0.238205 -0.152 -0.476 0.391
H 8.566272 -0.387015 -1.649441 0.233 0.094 0.029
H 8.395914 -0.328854 0.096234 0.525 0.661 0.280
H 8.466109 1.253365 -0.955515 0.498 -0.046 0.543
H 7.116708 0.587272 -3.051008 0.042 -0.547 0.141
H 6.086778 1.769400 -2.359557 0.229 0.039 0.625
H 4.856790 -0.128076 -3.782784 -0.122 0.435 0.011
H 4.161652 0.166594 -2.130634 0.004 0.549 -0.212
H 6.253391 -1.821554 -2.947898 -0.112 -0.280 -0.011
H 4.681974 -2.245251 -2.262583 -0.044 0.035 0.252
H 7.007728 -1.873963 -0.725647 -0.319 -0.355 0.373
H 5.388799 -1.226885 -0.103559 0.211 -0.511 0.202
C -3.321713 -3.850592 -0.182187 1.416 -0.901 -0.113
C -4.177532 -4.926342 0.546484 -0.892 2.701 -0.320
C -4.987749 -5.726942 -0.444636 0.363 -1.663 -1.233
N -6.153447 -6.513433 0.102539 -0.139 -0.335 0.979
C -7.247882 -5.622259 0.617573 0.112 -0.599 -0.352
C -6.770270 -7.572206 -0.850441 1.360 0.235 0.163
C -6.974624 -8.849722 -0.039539 -1.232 -0.149 1.377
C -6.654075 -8.504742 1.441645 0.956 1.013 -0.630
C -5.645992 -7.388224 1.243464 0.214 0.469 -0.193
H -2.322350 -4.278778 -0.314024 -0.106 -0.017 -0.623
H -3.046048 -2.948089 0.364183 -0.642 -0.116 0.518
H -3.705461 -3.538557 -1.154085 -0.123 -0.183 -0.010
H -4.869202 -4.279134 1.098925 -0.060 -0.590 0.548
H -3.539726 -5.483736 1.222072 -0.247 -0.296 0.010
H -4.329177 -6.477412 -0.899766 -0.046 -0.159 0.239
H -5.324243 -5.216008 -1.349039 -0.279 0.661 0.465
H -7.957651 -6.277560 1.114866 -0.129 0.213 0.080
H -7.740661 -5.156411 -0.232199 0.057 0.169 0.047
H -6.844142 -4.898377 1.316248 -0.033 0.022 0.004
H -7.659765 -7.118321 -1.270090 0.032 -0.217 -0.325
H -5.967761 -7.774920 -1.557863 -0.416 0.300 -0.528
H -8.016460 -9.165206 -0.074556 0.065 -0.157 -0.302
H -6.359656 -9.688058 -0.351435 0.093 0.174 -0.311
H -7.486281 -8.116212 2.023120 -0.215 -0.488 0.003
H -6.109153 -9.280833 1.972402 -0.507 -0.300 0.085
H -5.461819 -6.714410 2.078167 0.102 -0.282 0.178
H -4.718427 -7.806738 0.848463 0.127 0.039 0.290
C -2.677126 -0.213599 3.405141 -0.487 -0.448 0.480
C -2.964476 0.708629 4.606311 1.112 0.153 -0.448
C -4.273289 1.453992 4.481005 -0.925 -0.234 -0.395
N -4.643342 2.345829 5.616582 0.559 1.640 1.611
C -3.605845 3.408851 5.875713 1.189 -1.031 -0.810
C -4.832720 1.622726 6.960305 -0.700 -0.123 -0.718
C -5.700797 2.577909 7.802315 0.356 0.283 0.867
C -6.318513 3.600222 6.850759 -0.219 0.138 -1.276
C -5.987871 3.052070 5.485322 0.038 -2.084 -1.235
H -3.481577 -0.947143 3.302696 -0.029 0.089 -0.329
H -1.769061 -0.798506 3.547744 0.047 0.131 0.247
H -2.506258 0.340032 2.480756 -0.280 0.110 0.014
H -2.119999 1.403322 4.561628 -0.203 0.243 0.396
H -2.877199 0.178664 5.554250 -0.161 -0.166 -0.079
H -5.136465 0.788815 4.372463 0.198 -0.307 0.239
H -4.298201 2.005086 3.535873 0.178 0.502 0.278
H -3.496403 4.010529 4.976046 -0.278 0.343 0.190
H -2.662390 2.874818 5.995126 0.016 0.106 0.080
H -3.739559 3.967228 6.794196 -0.582 0.103 -0.168
H -3.849744 1.373568 7.345487 -0.079 -0.002 0.214
H -5.389571 0.722003 6.700228 0.143 -0.141 0.182
H -5.112523 3.062503 8.582245 0.144 0.087 -0.171
H -6.481478 2.083074 8.377045 0.084 -0.443 -0.289
H -5.940878 4.618185 6.916318 -0.133 -0.012 0.470
H -7.407404 3.597158 6.852304 0.026 0.348 0.556
H -6.004517 3.640339 4.569158 0.184 0.553 0.364
H -6.622088 2.183689 5.262092 -0.364 0.286 0.098
N 0.405482 0.428479 -1.606075 1.260 1.005 2.317
S 0.293394 -1.111793 -1.348486 -0.555 -4.581 -0.856
O -0.930745 -1.469350 -0.701417 0.029 0.228 0.173
O 1.499150 -1.810507 -0.982182 -0.613 1.214 0.169
F 0.053277 -1.684625 -2.826580 -0.052 1.111 -0.028
S 0.990017 0.912977 -0.062082 -0.688 2.007 -0.239
O 2.404728 0.891841 0.062013 0.067 -0.470 -0.259
O 0.164486 0.644959 1.082606 0.469 -0.486 -1.257
F 0.680222 2.446802 -0.343544 -0.064 0.280 -0.270
```
Forces are in eV/Å.

Values from the calculation:
HOMO-LUMO gap: 9.46 eV
total charge: +7
total energy: -4541.62377 a.u.
largest force on an atom: 4.7 eV/Å